Below is one molecule with the formula C2H3I3O2 at a distorted geometry, with properties calculated with the ωB97M-V functional and the def2-TZVPD basis.

Relative energy (zero: lowest compared OMol25 entry of this formula, charge and spin)   41.8 kcal/mol
Orbital gap   6.1 eV
E_tot   -1121.4829 a.u.
E_LUMO   -2.61 eV
Highest occupied orbital energy   -0.3196 hartree

```
! wB97M-V def2-TZVPD RIJCOSX def2/J DEFGRID3
* xyz 0 1
C -0.117 -0.600 0.482
C 0.992 -0.251 -0.287
O 2.040 -0.987 -0.017
O 1.166 0.552 -1.355
I -0.905 2.982 0.115
I -2.075 0.428 0.741
I -4.426 -1.411 1.456
H -0.056 -1.475 1.070
H 2.743 -0.665 -0.610
H 0.638 1.427 -1.596
*
```

---

Below is one molecule with the formula C2H3IN2 at a distorted geometry, with properties calculated with the ωB97M-V functional and the def2-TZVPD basis.

Relative energy (zero: lowest compared OMol25 entry of this formula, charge and spin)   49.2 kcal/mol
Orbital gap (alpha / beta)   8.3 / 8.3 eV
SMILES   CC1=NN1I
E_tot   -485.0794 a.u.
E_LUMO (alpha / beta)   -0.57 / -0.57 eV
Highest occupied orbital energy (alpha / beta)   -0.3264 / -0.3263 hartree

```
! wB97M-V def2-TZVPD RIJCOSX def2/J DEFGRID3
* xyz 0 1
C -0.094 -0.328 0.301
C 1.133 -0.857 -0.397
N 1.772 -1.375 -1.366
N 2.373 -1.373 -0.020
I 4.172 -0.043 0.179
H -0.921 -0.368 -0.494
H -0.161 0.761 0.596
H -0.262 -1.036 1.101
*
```

---

Below is a 2-piece molecular cluster, C2H3IN2O overall at a distorted geometry, with properties calculated with the ωB97M-V functional and the def2-TZVPD basis.

Relative energy (zero: lowest compared OMol25 entry of this formula, charge and spin)   75.5 kcal/mol
Orbital gap   8.0 eV
E_tot   -560.3303 a.u.
E_LUMO   -0.48 eV
Highest occupied orbital energy   -0.3099 hartree

```
! wB97M-V def2-TZVPD RIJCOSX def2/J DEFGRID3
* xyz 0 1
C 1.487 -0.702 -0.584
C -1.315 0.376 0.933
N -0.023 1.889 -0.387
N -0.513 1.087 0.240
O 0.609 -1.210 0.042
I -3.214 0.084 0.036
H 1.528 -0.911 -1.588
H 2.324 -0.095 -0.140
H -0.884 -0.519 1.449
*
```

---

Below is C2H3IN2O as an isolated structure at a distorted geometry, with properties calculated with the ωB97M-V functional and the def2-TZVPD basis.

Relative energy (zero: lowest compared OMol25 entry of this formula, charge and spin)   44.0 kcal/mol
Orbital gap   9.3 eV
E_tot   -560.3804 a.u.
E_LUMO   0.61 eV
Highest occupied orbital energy   -0.3191 hartree

```
! wB97M-V def2-TZVPD RIJCOSX def2/J DEFGRID3
* xyz 0 1
C -0.383 -0.229 0.978
C 0.785 -0.278 -1.561
N -0.466 1.018 1.401
N 1.371 -1.268 -1.240
O 0.298 0.720 -1.912
I -2.109 -0.808 0.030
H -1.251 1.642 1.196
H 0.366 1.260 1.850
H 1.389 -2.057 -0.742
*
```

---

Below is a 2-piece molecular cluster, C2H3IN2O2 overall at a distorted geometry, with properties calculated with the ωB97M-V functional and the def2-TZVPD basis.

Relative energy (zero: lowest compared OMol25 entry of this formula, charge and spin)   196.1 kcal/mol
Orbital gap (alpha / beta)   7.3 / 7.3 eV
E_tot   -635.3955 a.u.
E_LUMO (alpha / beta)   -0.26 / -0.27 eV
Highest occupied orbital energy (alpha / beta)   -0.2775 / -0.2774 hartree

```
! wB97M-V def2-TZVPD RIJCOSX def2/J DEFGRID3
* xyz 0 1
C 0.982 0.570 -1.281
C 0.818 0.177 0.067
N -2.008 -0.009 1.245
N -1.111 -0.547 0.776
O -2.923 0.631 1.585
O 1.420 1.414 -0.200
I 1.773 -1.723 0.745
H 1.702 0.212 -2.068
H -0.026 0.901 -1.712
H -0.628 -1.625 0.845
*
```

---

Below is one molecule with the formula C2H3IN2OS at a distorted geometry, with properties calculated with the ωB97M-V functional and the def2-TZVPD basis.

Relative energy (zero: lowest compared OMol25 entry of this formula, charge and spin)   88.0 kcal/mol
Orbital gap (alpha / beta)   8.2 / 6.4 eV
E_tot   -958.5141 a.u.
E_LUMO (alpha / beta)   -0.43 / -1.14 eV
Highest occupied orbital energy (alpha / beta)   -0.3187 / -0.2779 hartree

```
! wB97M-V def2-TZVPD RIJCOSX def2/J DEFGRID3
* xyz 0 1
C 1.026 -0.849 0.487
C -0.364 1.152 0.190
N 0.778 0.549 0.366
N -1.467 -1.150 -0.247
O 2.126 -1.176 0.822
S -0.081 -1.983 -0.234
I -0.419 2.854 -1.270
H -1.321 1.236 0.715
H 1.777 0.869 0.135
H -2.055 -1.501 -0.966
*
```

---

Below is an isolated ion of composition C2H3IN4 and charge +2 at a distorted geometry, with properties calculated with the ωB97M-V functional and the def2-TZVPD basis.

Relative energy (zero: lowest compared OMol25 entry of this formula, charge and spin)   61.5 kcal/mol
Orbital gap (alpha / beta)   7.1 / 6.6 eV
E_tot   -593.8294 a.u.
E_LUMO (alpha / beta)   -10.99 / -11.47 eV
Highest occupied orbital energy (alpha / beta)   -0.6634 / -0.6649 hartree

```
! wB97M-V def2-TZVPD RIJCOSX def2/J DEFGRID3
* xyz 2 1
C 0.801 0.274 0.231
C -1.587 -0.053 0.054
N -0.564 -2.215 0.207
N -1.234 -1.329 0.075
N -0.421 0.675 0.171
N 1.946 0.124 -0.256
I -3.556 0.687 0.109
H -0.539 1.700 0.378
H 2.487 0.406 -1.221
H 2.669 -0.270 0.253
*
```

---

Below is C2H3INOS as an isolated structure at a distorted geometry, with properties calculated with the ωB97M-V functional and the def2-TZVPD basis.

Relative energy (zero: lowest compared OMol25 entry of this formula, charge and spin)   32.5 kcal/mol
Orbital gap (alpha / beta)   6.0 / 6.0 eV
E_tot   -903.4471 a.u.
E_LUMO (alpha / beta)   -6.94 / -6.95 eV
Highest occupied orbital energy (alpha / beta)   -0.4744 / -0.4742 hartree

```
! wB97M-V def2-TZVPD RIJCOSX def2/J DEFGRID3
* xyz 1 1
C 0.158 -0.181 0.009
C -0.173 -1.436 -0.110
N 1.466 0.530 0.143
O -0.794 -2.423 -0.267
S -3.693 0.231 -0.948
I -2.142 1.190 0.353
H 2.199 -0.192 0.205
H 1.330 0.909 1.128
H 1.649 1.371 -0.512
*
```

---

Below is one molecule with the formula C2H3IO3S at a distorted geometry, with properties calculated with the ωB97M-V functional and the def2-TZVPD basis.

Relative energy (zero: lowest compared OMol25 entry of this formula, charge and spin)   21.0 kcal/mol
Orbital gap   8.7 eV
SMILES   C=COS(=O)(=O)I
E_tot   -999.5216 a.u.
E_LUMO   -0.98 eV
Highest occupied orbital energy   -0.3557 hartree

```
! wB97M-V def2-TZVPD RIJCOSX def2/J DEFGRID3
* xyz 0 1
C -0.573 -0.475 -0.122
C 0.231 0.154 0.841
O 1.008 -0.566 1.750
S 0.752 0.365 3.245
O -0.629 0.371 3.542
O 1.478 1.586 3.121
I 1.825 -1.104 4.646
H -1.030 0.155 -0.756
H -0.516 -1.468 -0.489
H 0.300 1.244 0.862
*
```

---

Below is a 2-piece molecular cluster, C2H3IOS overall at a distorted geometry, with properties calculated with the ωB97M-V functional and the def2-TZVPD basis.

Relative energy (zero: lowest compared OMol25 entry of this formula, charge and spin)   106.6 kcal/mol
Orbital gap (alpha / beta)   7.0 / 7.0 eV
E_tot   -848.9527 a.u.
E_LUMO (alpha / beta)   -1.57 / -1.57 eV
Highest occupied orbital energy (alpha / beta)   -0.3145 / -0.3138 hartree

```
! wB97M-V def2-TZVPD RIJCOSX def2/J DEFGRID3
* xyz 0 1
C 1.618 -0.422 0.661
C -1.160 0.120 -0.330
O -0.639 -0.478 0.796
S 2.200 -1.789 0.237
I 1.810 1.619 0.580
H -2.069 0.538 -0.142
H -1.325 -0.468 -1.215
H -0.436 0.881 -0.586
*
```

---

Below is C2H3La as an isolated structure at a distorted geometry, with properties calculated with the ωB97M-V functional and the def2-TZVPD basis.

Relative energy (zero: lowest compared OMol25 entry of this formula, charge and spin)   0.0 kcal/mol
Orbital gap   8.3 eV
E_tot   -108.7363 a.u.
E_LUMO   -10.79 eV
Highest occupied orbital energy   -0.7001 hartree

```
! wB97M-V def2-TZVPD RIJCOSX def2/J DEFGRID3
* xyz 2 1
C 0.233 1.028 -0.598
H 0.794 1.756 -0.025
C 0.091 0.075 -1.361
H 0.379 -0.642 -2.120
H -0.619 0.580 1.649
La -0.138 -1.434 1.148
*
```

---

Below is C2H3LaO2 as an isolated structure at a distorted geometry, with properties calculated with the ωB97M-V functional and the def2-TZVPD basis.

Relative energy (zero: lowest compared OMol25 entry of this formula, charge and spin)   93.1 kcal/mol
Orbital gap (alpha / beta)   7.5 / 7.5 eV
E_tot   -259.1275 a.u.
E_LUMO (alpha / beta)   -10.88 / -10.88 eV
Highest occupied orbital energy (alpha / beta)   -0.6751 / -0.6751 hartree

```
! wB97M-V def2-TZVPD RIJCOSX def2/J DEFGRID3
* xyz 2 1
O 2.601 -0.018 -0.513
La 1.011 1.647 0.551
O 1.760 -0.783 0.258
C -1.146 -0.482 -0.142
C -1.453 0.699 -0.438
H -1.295 -1.190 0.670
H 0.738 -1.328 -0.124
H -2.216 1.455 -0.262
*
```

---

> The lowest E_tot belongs to which entry?

C2H3I3O2

---

> The highest E_tot belongs to which entry?

C2H3La